[1]
Density functional theory data (ωB97M-V with the def2-TZVPD basis set) for a molecular structure, C36H36BF6NO2.

## Properties
**Energy**: -60484.4485 eV
**Kohn-Sham gap**: 7.248 eV
**2S+1**: 1
**HOMO level**: -7.19 eV

Geometry as XYZ:
```
82
Properties=species:S:1:pos:R:3:forces:R:3
C -3.17585 -0.75037 4.02499 -0.619 -0.224 0.107
C -1.89558 -1.28374 3.44064 -0.143 -0.087 0.460
C -0.88533 -1.35806 4.60995 0.083 -0.252 -0.019
C -1.99139 -2.57727 2.51353 -0.789 -0.104 0.084
C -1.73246 -3.91374 3.18217 0.097 -0.003 0.249
C -3.30750 -2.64219 1.75330 -0.230 0.139 0.002
O -0.97546 -2.36713 1.50366 0.819 0.987 0.812
B -0.56613 -1.06956 1.74239 -0.280 0.575 -0.448
C 0.85198 -0.50775 1.46975 0.109 0.103 -0.725
C 1.16496 0.79453 1.89586 0.353 -0.523 0.162
C 2.49175 1.18784 1.96479 -0.197 0.453 -0.050
C 2.83995 2.54466 2.51641 0.164 0.736 0.323
F 3.57104 2.44571 3.67553 -0.580 0.157 -1.040
F 3.59855 3.26637 1.62942 -0.666 -0.506 0.870
F 1.72638 3.28410 2.81301 1.131 -0.552 -0.314
C 3.51987 0.35222 1.54665 -0.012 -0.101 0.145
C 3.18500 -0.89702 1.05295 0.480 -0.203 -0.381
C 4.25012 -1.85056 0.58303 0.472 -0.540 -0.181
F 4.01689 -2.24043 -0.71655 0.405 0.299 1.149
F 5.50408 -1.31704 0.64954 -1.048 -0.550 -0.200
F 4.26000 -2.99945 1.33747 0.063 0.956 -0.738
C 1.86686 -1.32946 0.97669 -0.142 0.454 0.520
C -1.11542 0.60420 -1.64243 2.077 -3.166 0.662
C 0.18095 1.32523 -1.47595 0.607 0.348 0.653
C -2.29976 1.28633 -1.07293 -2.090 -0.095 0.704
C -3.46636 0.48234 -0.95030 -0.626 0.565 -0.200
C -4.66294 0.93662 -0.38235 0.557 0.328 -0.436
C -4.71751 2.22460 0.16446 -0.148 -0.249 0.803
C -3.52268 2.92737 0.32584 0.383 -0.055 -0.671
C -2.32581 2.50114 -0.30592 -0.522 -0.811 -0.738
O -1.42755 -0.29894 2.51930 1.008 -0.661 -0.589
H -3.56616 -1.46226 4.75714 -0.158 0.077 -0.042
H -2.96175 0.18813 4.54687 -0.002 -0.162 -0.106
H -3.93262 -0.54896 3.26370 0.099 -0.059 0.062
H -1.30833 -1.95627 5.42586 0.172 -0.004 -0.155
H 0.09601 -1.77310 4.34071 -0.253 0.001 -0.089
H -0.70688 -0.34586 5.00842 -0.174 -0.307 -0.292
H -2.44615 -4.07043 3.99372 -0.012 0.013 0.012
H -1.87961 -4.71824 2.45402 0.103 0.138 0.102
H -0.72378 -3.99396 3.59785 -0.109 0.091 -0.103
H -4.13294 -2.83412 2.44528 -0.018 0.034 -0.182
H -3.49396 -1.71528 1.19447 0.012 -0.134 0.219
H -3.25287 -3.46188 1.02851 -0.013 0.095 0.138
H 0.38726 1.46999 2.22968 -0.023 -0.169 0.030
H 4.55647 0.67023 1.63452 -0.207 -0.119 -0.086
H 1.63797 -2.31938 0.59782 -0.005 0.018 0.094
H -1.19967 -0.41050 -1.20804 0.567 1.088 1.813
H 1.02788 0.61128 -1.49834 -0.249 0.607 -0.041
H 0.27567 2.08746 -2.27627 0.220 -0.392 0.442
H 0.21549 1.86342 -0.50733 0.195 -0.233 -0.437
H -3.45455 -0.51946 -1.37555 -0.001 0.276 0.167
H -5.55326 0.30318 -0.38892 0.319 0.146 -0.054
H -5.67294 2.60780 0.58298 0.869 -0.264 -0.270
H -3.52093 3.84096 0.92977 0.093 -0.260 -0.387
H -1.42864 3.10110 -0.20698 -0.121 0.032 -0.023
C -0.30710 -2.16909 -2.42194 0.426 0.086 0.851
C -0.57053 -0.75993 -2.90121 -1.154 2.387 -1.818
N -1.55126 -0.66139 -3.91502 -0.606 -0.392 -0.955
C -1.66526 0.55024 -4.63048 -0.151 -0.718 0.663
C -0.67443 1.51120 -4.77833 -0.042 0.311 -0.414
C -1.00700 2.68302 -5.46460 -0.205 -0.549 0.151
C -2.33371 2.90141 -5.86135 -0.292 0.010 0.025
C -3.35526 1.99576 -5.53342 0.279 -0.280 -0.305
C -3.01358 0.76014 -4.97625 0.332 0.749 0.408
C -3.77536 -0.32805 -4.37302 -0.234 -0.094 0.819
C -2.84504 -1.17397 -3.71513 0.130 0.486 -0.620
C -3.23644 -2.25574 -2.93157 -0.489 -0.212 -0.175
C -4.60793 -2.49585 -2.76921 0.516 0.274 -0.415
C -5.53903 -1.62609 -3.35684 -0.180 0.099 0.052
C -5.13528 -0.50673 -4.11117 0.101 -0.589 -0.085
H 0.75031 -2.23148 -2.15396 -0.081 -0.136 0.061
H -0.88246 -2.41722 -1.52606 0.127 -0.066 -0.005
H -0.50984 -2.93006 -3.19375 0.056 0.548 0.169
H 0.35145 -0.32992 -3.30920 -0.276 -0.027 0.368
H 0.32155 1.38315 -4.35798 -0.233 -0.046 -0.313
H -0.22557 3.41780 -5.65785 -0.321 -0.094 0.011
H -2.57540 3.80652 -6.41914 -0.020 -0.150 0.317
H -4.40842 2.22575 -5.68849 0.277 0.094 -0.231
H -2.50142 -2.88821 -2.45456 -0.391 0.014 -0.064
H -4.91345 -3.36640 -2.17713 -0.055 0.462 -0.280
H -6.60097 -1.84427 -3.20896 0.344 0.295 -0.044
H -5.85932 0.22375 -4.48068 0.121 -0.395 0.043
```
Forces are in eV/Å.

=====

[2]
Density functional theory data (ωB97M-V with the def2-TZVPD basis set) for a molecular structure, C36H36F2N3OSSrTe.

## Properties
**Energy**: -68827.9860 eV
**Kohn-Sham gap**: 6.216 eV
**Expectation value of S²**: 0.76
**2S+1**: 2
**ΔE to the lowest compared entry with this formula, charge and spin**: 145.4 kJ/mol
**HOMO level**: -7.17 eV

Geometry as XYZ:
```
81
Properties=species:S:1:pos:R:3:forces:R:3
Sr 1.16312 0.74875 2.07269 0.189 -0.268 0.233
F 6.54253 -1.48139 0.91426 -0.129 0.067 0.554
C 5.83430 -0.34841 1.17195 -1.382 -0.348 -0.387
C 4.44938 -0.38187 1.37395 0.796 -0.693 -0.074
C 3.68491 0.78415 1.41242 -0.249 -0.189 0.353
C 4.37482 1.98323 1.29943 0.474 0.850 -0.073
C 5.75719 1.99904 1.09827 -2.303 -0.062 0.377
F 6.36753 3.14418 0.86708 0.763 1.084 0.021
C 6.47027 0.85281 1.07412 2.218 -0.025 -0.567
C 3.62838 3.28880 1.32304 -0.711 -0.478 0.201
C 3.05243 3.79063 2.52944 -0.618 -0.371 -1.680
C 2.19878 4.89101 2.35913 -0.229 -0.083 1.675
C 2.01529 5.48095 1.13636 0.934 -0.388 -1.280
C 2.66111 4.92388 0.02217 -0.139 -0.190 -0.672
N 3.38460 3.81431 0.09721 0.647 0.113 1.158
H 3.98439 -1.34828 1.59033 0.200 0.281 -0.391
H 7.52924 0.97848 0.85602 -0.088 -0.477 0.039
H 3.05336 3.21566 3.47121 0.501 0.503 -0.498
H 1.64151 5.28020 3.23655 0.441 -0.241 -0.631
H 1.39987 6.32737 0.98152 -0.583 0.705 0.119
H 2.58390 5.27797 -1.04052 -0.311 0.112 1.314
C -0.18509 2.96021 0.36577 -1.205 0.380 0.096
C -1.28670 1.94955 0.69286 -4.494 -0.542 -1.576
O -2.42336 2.35998 0.25877 2.030 -0.875 1.203
N -1.11766 0.77375 1.35315 1.595 1.615 -0.560
Te -2.55028 -0.48005 1.97109 0.179 -0.615 0.397
C -5.55649 -0.52554 -5.15917 -2.812 0.168 -0.881
C -5.28760 0.81485 -5.24681 1.180 0.396 -1.705
C -4.17557 1.43821 -4.50240 -0.015 0.467 0.592
C -5.85452 1.59214 -6.31513 0.023 -2.498 1.745
C -6.87094 1.03762 -7.02577 -1.546 1.298 -1.056
C -7.60917 2.00397 -7.96586 -0.489 -1.628 0.066
C -7.33908 -0.24959 -6.76191 1.851 1.513 0.891
C -6.71056 -1.04775 -5.81620 0.201 0.079 -0.018
C -7.39670 -2.37500 -5.73702 1.566 -1.730 -0.102
C -1.02117 -2.10813 1.96320 -0.366 0.810 0.225
C -0.53706 -2.27002 0.64367 1.087 -1.321 1.059
C -1.26634 -1.94570 -0.62147 0.397 1.788 -0.339
C 0.68931 -2.95651 0.50054 -1.333 1.196 -1.025
C 1.48777 -3.32114 1.53681 1.484 -0.757 -1.209
C 2.89101 -3.84756 1.12639 -0.737 -0.054 0.845
C 0.94803 -3.24044 2.78825 0.109 -0.152 0.777
C -0.32905 -2.72137 3.07054 0.711 0.393 -1.870
C -0.75022 -2.96715 4.47673 1.249 1.763 1.077
H -0.35949 3.73756 1.14606 0.824 -0.345 -0.619
H -0.39296 3.42229 -0.62809 -0.199 -0.426 0.885
H 0.81069 2.59569 0.24509 1.152 -0.152 0.459
H -4.07479 2.49087 -4.78899 -0.023 -0.169 0.521
H -3.25160 0.95065 -4.70471 0.869 -0.422 -0.443
H -4.31704 1.26630 -3.44391 -0.060 0.562 0.443
H -5.54997 2.57788 -6.52947 0.479 1.013 0.120
H -8.02812 1.48089 -8.81139 0.040 -0.405 -0.504
H -6.95706 2.74667 -8.36487 0.407 0.731 -0.038
H -8.50369 2.42992 -7.51662 0.231 0.347 0.441
H -8.21404 -0.60678 -7.20464 -1.157 -0.398 -0.858
H -8.20073 -2.40973 -6.47686 0.054 -0.125 0.428
H -7.73264 -2.70620 -4.76173 -0.245 0.330 0.293
H -6.66129 -3.17049 -6.02713 -0.546 0.469 0.083
H -0.85758 -2.57317 -1.40846 -0.238 -0.258 -0.082
H -1.00407 -0.86212 -0.98896 -1.069 -1.765 0.881
H -2.33868 -2.14388 -0.44383 0.478 0.552 -0.606
H 1.00510 -3.14721 -0.50627 0.289 -0.018 -0.418
H 2.81379 -4.15142 0.07732 0.301 0.189 0.203
H 3.22681 -4.73404 1.69546 -0.229 0.450 -0.061
H 3.63763 -3.04570 1.24829 -0.245 -0.579 -0.235
H 1.59360 -3.64042 3.56478 -0.495 -0.065 0.216
H 0.24408 -3.06153 5.02994 -1.722 -0.501 -0.266
H -1.33376 -3.86534 4.55078 -0.255 -0.380 0.271
H -1.23926 -2.10599 4.96727 -0.189 -0.449 -0.398
S 1.63316 0.38641 4.92822 -1.307 0.981 0.211
C 2.88362 -0.68123 4.72381 0.901 -1.114 0.567
N 2.65464 -2.00130 5.09666 1.962 1.561 -0.817
C 3.61028 -2.96907 5.11915 -0.760 2.138 -0.626
C 4.88509 -2.62806 4.78500 -0.383 -0.816 -0.338
C 5.17158 -1.32651 4.32933 -0.288 0.335 0.842
C 4.18462 -0.32923 4.31668 1.678 -1.082 0.039
H 1.68898 -2.18148 5.22552 -0.798 -0.407 0.453
H 3.18424 -3.91056 5.27555 0.092 -1.524 0.518
H 5.58314 -3.45200 4.74513 0.370 0.311 0.039
H 6.22746 -1.16621 4.09454 -0.528 0.463 -0.258
H 4.45280 0.68879 3.99877 -0.477 -0.631 0.230
```
Forces are in eV/Å.

=====

For the records above, the corresponding max |F| values read 3.843; 4.793 eV/A.
For the records above, the corresponding lowest unoccupied orbital energy values read 0.0620; -0.9510 eV.